(P)
The following is a quantum chemistry calculation of a 3-piece molecular cluster, CH9N3O2 overall, from OMol25.

Summary:
- M (u) = 95.10
- frontier orbital gap (eV) = 9.99
- LUMO energy (hartree) = 0.0318
- E_HOMO (eV) = -9.1234

Structure (ORCA input):
```
! wB97M-V def2-TZVPD RIJCOSX def2/J DEFGRID3
* xyz 0 1
N 0.74047 -0.93472 0.56052
C 1.33649 0.21560 0.05972
N 2.17481 0.91631 0.93090
N 1.13306 0.57408 -1.14484
H -0.26906 -0.95919 0.64863
H 1.27642 -1.50947 1.19435
H 2.34580 0.52320 1.83184
H 2.12195 1.91031 0.81767
H 1.71825 1.36793 -1.39037
H -2.57269 -2.11063 0.51104
H -2.80104 -0.60883 0.53874
O -2.14892 -1.28333 0.75530
H -1.04961 0.25320 -1.48344
H -2.01746 1.16537 -2.25228
O -1.98847 0.48015 -1.57779
*
```


(Q)
The following is a quantum chemistry calculation of a 3-piece molecular cluster, CH9N3O2 overall, from OMol25.

Summary:
- M (u) = 95.10
- frontier orbital gap (eV) = 10.05
- LUMO energy (hartree) = 0.0249
- E_HOMO (eV) = -9.3700

Structure (ORCA input):
```
! wB97M-V def2-TZVPD RIJCOSX def2/J DEFGRID3
* xyz 0 1
N 1.03004 -0.64665 0.89774
C 1.28905 0.41983 0.12414
N 2.63332 0.75960 0.25532
N 0.39900 1.14754 -0.51408
H 0.20853 -1.21112 0.73230
H 1.35287 -0.55739 1.86589
H 3.23778 -0.07834 0.26428
H 3.03464 1.38242 -0.49994
H 0.86727 2.03639 -0.65932
H -3.20703 -1.49603 0.35934
H -2.24963 -0.67570 1.26342
O -2.52942 -1.54174 1.03534
H -1.16445 0.28499 -1.20694
H -2.40286 0.89686 -1.65304
O -1.95158 0.05118 -1.74580
*
```


Which structure is the least stable? The one labeled (Q).


(P)
The following is a quantum chemistry calculation of a 2-piece molecular cluster, C2H7N2S overall, from OMol25.

Summary:
- M (u) = 91.16
- frontier orbital gap (eV) = 6.79
- LUMO energy (hartree) = 0.1536
- E_HOMO (eV) = -2.6129

Structure (ORCA input):
```
! wB97M-V def2-TZVPD RIJCOSX def2/J DEFGRID3
* xyz -1 1
C 0.70502 2.11320 0.62011
S 1.32608 1.86059 -1.03706
H 1.45944 1.78805 1.45763
H -0.20378 1.53949 0.72729
H 0.48738 3.21560 0.81105
N 0.10893 -1.22453 -1.20147
C -0.57085 -1.55476 -0.06876
N -1.57156 -2.37865 -0.02180
H -0.25503 -1.52375 -2.14587
H 0.59108 -0.33537 -0.96338
H -0.17784 -1.13331 0.92610
H -1.89886 -2.36657 0.89617
*
```


(Q)
The following is a quantum chemistry calculation of a 2-piece molecular cluster, C2H7N2S overall, from OMol25.

Summary:
- M (u) = 91.16
- frontier orbital gap (eV) = 6.68
- LUMO energy (hartree) = 0.1538
- E_HOMO (eV) = -2.5000

Structure (ORCA input):
```
! wB97M-V def2-TZVPD RIJCOSX def2/J DEFGRID3
* xyz -1 1
C 0.57213 -1.79172 -1.32407
S -1.02944 -0.86388 -1.43087
H 1.14181 -1.71493 -0.37925
H 1.27425 -1.20232 -1.96551
H 0.40795 -2.93977 -1.56798
N 0.29842 1.24245 0.12107
C -0.63653 1.17309 1.09683
N -0.43202 1.50379 2.34542
H 1.25492 1.04142 0.45417
H 0.18474 0.99230 -0.82843
H -1.69508 1.17132 0.77167
H -1.34115 1.38825 2.70695
*
```


Which structure is the least stable? The one labeled (Q).


(P)
The following is a quantum chemistry calculation of one molecule with the formula C3H4N2O, from OMol25.

Summary:
- M (u) = 84.08
- frontier orbital gap (eV) = 9.94
- LUMO energy (hartree) = 0.0205
- E_HOMO (eV) = -9.3855

Structure (ORCA input):
```
! wB97M-V def2-TZVPD RIJCOSX def2/J DEFGRID3
* xyz 0 1
C -0.83285 1.05320 0.11578
C -0.43421 -1.23429 -0.06832
C 0.69572 1.12936 -0.08502
H -0.99501 1.39727 1.23096
H -1.64455 1.79507 -0.54984
H -0.95288 -2.15801 -0.16355
H 1.20400 2.10266 -0.32474
N 0.88343 -1.14093 0.14674
N 1.49485 0.15072 -0.04729
O -1.35393 -0.23689 -0.08296
*
```


(Q)
The following is a quantum chemistry calculation of one molecule with the formula C3H4N2O, from OMol25.

Summary:
- M (u) = 84.08
- frontier orbital gap (eV) = 8.40
- LUMO energy (hartree) = -0.0038
- E_HOMO (eV) = -8.5057

Structure (ORCA input):
```
! wB97M-V def2-TZVPD RIJCOSX def2/J DEFGRID3
* xyz 0 1
C -1.10179 0.07983 0.09364
C -0.32575 -0.71637 -0.66621
C 1.63679 0.24440 0.81916
N 1.95755 -1.27976 -0.78832
N 1.00761 -0.65163 -0.33150
O 2.12692 1.31550 0.63622
H -2.19897 0.21850 -0.07450
H -0.74940 -1.37511 -1.40978
H 1.83486 -0.54821 1.52123
H -0.66565 0.51285 1.01948
*
```


(R)
The following is a quantum chemistry calculation of one molecule with the formula C3H4N2O, from OMol25.

Summary:
- M (u) = 84.08
- frontier orbital gap (eV) = 9.43
- LUMO energy (hartree) = -0.0047
- E_HOMO (eV) = -9.5543

Structure (ORCA input):
```
! wB97M-V def2-TZVPD RIJCOSX def2/J DEFGRID3
* xyz 0 1
O 0.73370 1.38342 -1.27353
C -0.09115 0.73759 -0.36644
C -0.21380 -0.75728 -0.38503
C -0.26519 -1.11899 0.89456
N -0.05539 0.02439 1.75264
N 0.12822 1.05238 1.06888
H 1.60839 0.97579 -1.25260
H -0.31009 -1.36861 -1.27233
H -0.43700 -2.08463 1.35291
H -1.09770 1.15592 -0.51906
*
```


(S)
The following is a quantum chemistry calculation of C3H4N2O as an isolated structure, from OMol25.

Summary:
- M (u) = 84.08
- frontier orbital gap (alpha / beta) (eV) = 9.77 / 6.47
- LUMO energy (alpha / beta) (hartree) = 0.0113 / -0.0101
- E_HOMO (alpha / beta) (eV) = -9.4619 / -6.7412

Structure (ORCA input):
```
! wB97M-V def2-TZVPD RIJCOSX def2/J DEFGRID3
* xyz 0 1
C -0.03433 0.96319 0.12833
C 0.08700 -0.36973 -0.13818
C -0.14871 -1.11189 -1.21300
N 0.46675 0.79825 1.40377
N 0.80182 -0.57808 1.06947
O -0.26195 -2.12179 -1.79422
H -0.23875 1.89860 -0.42576
H -2.34764 0.26171 -2.46976
H 1.15784 1.48292 1.66110
H 0.51797 -1.22318 1.77826
*
```


Which structure is the least stable? The one labeled (S).


(P)
The following is a quantum chemistry calculation of a 2-piece molecular cluster, C3H4N2O overall, from OMol25.

Summary:
- M (u) = 84.08
- frontier orbital gap (eV) = 10.07
- LUMO energy (hartree) = 0.0218
- E_HOMO (eV) = -9.4736

Structure (ORCA input):
```
! wB97M-V def2-TZVPD RIJCOSX def2/J DEFGRID3
* xyz 0 1
N 1.72545 0.05849 -0.14830
C 0.85436 -0.99528 -0.18644
C 0.02706 -1.87005 -0.19841
O -3.33474 0.98315 0.39075
N -2.15634 1.23317 0.35159
C -1.03232 1.51651 0.31571
H 2.07257 0.31223 -1.06646
H 2.50147 -0.09698 0.48559
H -0.69780 -2.65279 -0.21406
H 0.04029 1.51156 0.27003
*
```


(Q)
The following is a quantum chemistry calculation of one molecule with the formula C3H4N2O, from OMol25.

Summary:
- M (u) = 84.08
- frontier orbital gap (eV) = 9.84
- LUMO energy (hartree) = 0.0232
- E_HOMO (eV) = -9.2112

Structure (ORCA input):
```
! wB97M-V def2-TZVPD RIJCOSX def2/J DEFGRID3
* xyz 0 1
C -1.00881 -0.31112 0.00976
C 0.03123 0.88145 0.24078
C 1.17448 0.33714 -0.13659
H -2.70741 0.54996 -0.10880
H 0.08689 2.07337 -0.17151
H 2.13702 0.73456 -0.36466
H 1.74143 -1.45350 0.76622
N -2.20702 -0.33020 -0.11109
N 1.08765 -1.10687 -0.17107
O -0.33545 -1.37478 0.04697
*
```


(R)
The following is a quantum chemistry calculation of C3H4N2O as an isolated structure, from OMol25.

Summary:
- M (u) = 84.08
- frontier orbital gap (eV) = 9.26
- LUMO energy (hartree) = 0.0249
- E_HOMO (eV) = -8.5786

Structure (ORCA input):
```
! wB97M-V def2-TZVPD RIJCOSX def2/J DEFGRID3
* xyz 0 1
O -0.39957 0.19756 2.24747
C 0.16344 0.05228 1.03734
C -0.54422 0.69814 0.00878
N -0.09061 0.04785 -1.11795
C 0.81008 -0.86496 -0.71002
N 0.96528 -0.93024 0.60025
H -1.14990 0.18387 1.39825
H -0.89097 1.72419 0.00495
H -0.20348 0.37587 -2.05991
H 1.33995 -1.48455 -1.40916
*
```


Which structure is the least stable? The one labeled (P).


(P)
The following is a quantum chemistry calculation of one molecule with the formula C3H4N2O, from OMol25.

Summary:
- M (u) = 84.08
- frontier orbital gap (eV) = 8.61
- LUMO energy (hartree) = 0.0071
- E_HOMO (eV) = -8.4152

Structure (ORCA input):
```
! wB97M-V def2-TZVPD RIJCOSX def2/J DEFGRID3
* xyz 0 1
N -1.85760 -0.15396 -0.07823
C -0.41756 -0.18416 0.00110
N -0.74770 -1.41856 0.10495
O 1.97351 -1.20108 0.21845
C 1.88392 0.01882 0.09177
C 0.62419 0.69478 -0.03467
H -2.42274 -0.00140 0.75008
H -2.32976 -0.17105 -0.97570
H 2.79335 0.65167 0.06929
H 0.50039 1.76495 -0.14705
*
```


(Q)
The following is a quantum chemistry calculation of one molecule with the formula C3H4N2O, from OMol25.

Summary:
- M (u) = 84.08
- frontier orbital gap (eV) = 10.93
- LUMO energy (hartree) = 0.0310
- E_HOMO (eV) = -10.0864

Structure (ORCA input):
```
! wB97M-V def2-TZVPD RIJCOSX def2/J DEFGRID3
* xyz 0 1
C 0.97716 1.06399 -0.08645
C -0.11963 0.05972 -0.01244
C -0.16998 -1.29577 0.04260
N -1.49325 -1.64588 0.14042
N -2.21429 -0.61749 0.14285
O -1.37875 0.50064 0.04839
H 0.58064 2.03950 -0.37595
H 1.73117 0.75617 -0.81472
H 1.46930 1.17235 0.88485
H 0.61762 -2.03322 0.03045
*
```


Which structure is the least stable? The one labeled (P).


(P)
The following is a quantum chemistry calculation of one molecule with the formula C3H4N2O, from OMol25.

Summary:
- M (u) = 84.08
- frontier orbital gap (alpha / beta) (eV) = 8.07 / 8.11
- LUMO energy (alpha / beta) (hartree) = -0.0304 / -0.0276
- E_HOMO (alpha / beta) (eV) = -8.8955 / -8.8578

Structure (ORCA input):
```
! wB97M-V def2-TZVPD RIJCOSX def2/J DEFGRID3
* xyz 0 1
N -0.14735 0.62934 -1.45727
C -0.86707 1.03829 -0.51237
O -0.64750 0.60055 0.78106
C 0.55523 0.15326 1.16195
C 0.64076 -1.67127 0.96294
N 0.55648 -2.65546 1.59927
H -0.44466 1.01746 -2.34897
H -1.72650 1.70547 -0.53315
H 1.30474 0.50605 0.41849
H 0.77588 -1.32368 -0.07196
*
```


(Q)
The following is a quantum chemistry calculation of one molecule with the formula C3H4N2O, from OMol25.

Summary:
- M (u) = 84.08
- frontier orbital gap (alpha / beta) (eV) = 9.39 / 9.39
- LUMO energy (alpha / beta) (hartree) = -0.0166 / -0.0166
- E_HOMO (alpha / beta) (eV) = -9.8442 / -9.8454

Structure (ORCA input):
```
! wB97M-V def2-TZVPD RIJCOSX def2/J DEFGRID3
* xyz 0 1
C -3.42513 -0.14995 -0.00135
C -2.05451 0.11621 -0.03861
C 0.26787 -0.69369 0.01412
N -4.56986 -0.28180 0.07746
N -1.76135 1.63292 -0.14443
O -1.18988 -0.84729 0.13934
H 0.72610 -1.32450 0.77078
H 0.52627 0.28066 0.40789
H 0.45474 -0.80611 -0.95664
H -0.66918 1.52560 -0.25941
*
```


(R)
The following is a quantum chemistry calculation of one molecule with the formula C3H4N2O, from OMol25.

Summary:
- M (u) = 84.08
- frontier orbital gap (eV) = 10.42
- LUMO energy (hartree) = 0.0407
- E_HOMO (eV) = -9.3076

Structure (ORCA input):
```
! wB97M-V def2-TZVPD RIJCOSX def2/J DEFGRID3
* xyz 0 1
C -0.95892 -0.33054 -0.45287
C -0.19912 -1.37582 -0.65110
C 1.07076 -1.09076 -0.12296
H 0.32300 2.02307 0.77709
H -1.92854 -0.08956 -0.72876
H -0.49290 -2.37016 -0.90992
H 1.96356 -1.75265 -0.17575
N -0.23374 0.50580 0.14756
N 1.01952 0.18322 0.32417
O -0.60524 1.76861 0.63710
*
```


Which structure is the least stable? The one labeled (P).